[1]
Computed, not measured: a cluster of 2 separate species, CH4NO2PS in total at a distorted geometry, with wB97M-V/def2-TZVPD.

```
10
Properties=species:S:1:pos:R:3:forces:R:3:mulliken_charge:R:1
N 1.47828 -0.83454 -0.23290 -0.637 2.096 -1.534 -0.40
P 1.39519 0.71345 -0.88964 1.411 -0.189 1.138 0.28
S 2.84181 1.66425 0.05023 -1.050 -0.420 -0.801 -0.38
H 2.17573 -0.95226 0.45945 0.371 -0.800 0.789 0.25
H 0.78148 -1.49057 -0.51373 0.039 -0.731 0.332 0.24
O -1.07615 1.18953 0.50112 1.639 0.173 0.224 -0.38
C -2.22317 1.05548 0.27991 -2.205 0.058 0.239 0.19
O -2.79495 0.29786 -0.64610 0.817 -0.815 -1.382 -0.41
H -3.07221 1.50163 0.79320 0.115 0.539 0.677 0.32
H -2.08374 -0.06719 -1.21990 -0.500 0.088 0.318 0.30
```
Forces are in eV/Å.

Results
SMILES = NP=S.O=CO
Energy relative to the best compared isomer or geometry (same formula, charge and spin) = 0.295 eV
Spin multiplicity = 1
Net charge = 0
HOMO level = -0.319 Eh

---

[2]
Computed, not measured: a structure of composition C17H20BN8PtS3 at a distorted geometry, with wB97M-V/def2-TZVPD.

```
50
Properties=species:S:1:pos:R:3:forces:R:3:mulliken_charge:R:1
Pt -0.98482 0.29963 -2.15322 0.324 -0.033 -0.837 2.03
C -0.24767 3.93896 -1.72170 -0.046 -0.147 -0.095 -1.28
C 0.08962 3.07571 -0.56147 0.053 0.034 0.129 0.70
C 0.61336 3.44748 0.68099 -0.103 -0.268 -0.078 -1.37
C 0.71100 2.27350 1.39415 -0.120 0.243 -0.182 0.04
N 0.27154 1.26615 0.62057 0.130 0.051 0.390 1.39
N -0.09970 1.76089 -0.57066 -0.746 -0.652 -1.518 -1.25
B 0.16311 -0.23660 0.97814 -0.047 0.014 -0.456 -0.27
N -1.33673 -0.64505 0.85311 0.169 -0.156 0.504 1.07
C -2.21013 -1.21531 1.69669 -0.366 -0.111 -0.016 0.31
C -3.42506 -1.35916 1.06205 0.307 0.113 -0.028 -1.55
C -3.22551 -0.84265 -0.21928 0.008 -0.029 0.190 1.07
C -4.17937 -0.73425 -1.35183 0.020 -0.035 -0.089 -1.38
N -1.96855 -0.42474 -0.31202 0.071 0.113 -0.910 -1.52
N 0.94757 -1.05095 -0.08539 0.241 -0.238 0.374 1.44
C 1.96513 -1.90654 0.09602 0.046 -0.149 -0.158 0.11
C 2.37890 -2.36610 -1.13462 -0.132 0.082 0.033 -1.39
C 1.54546 -1.73147 -2.05792 0.024 0.020 -0.008 0.80
C 1.51905 -1.82538 -3.54073 -0.087 0.045 0.026 -1.26
N 0.69806 -0.94819 -1.39903 -1.062 0.471 -0.495 -1.55
N 0.82481 -0.45564 2.32701 -0.172 -0.145 0.348 0.69
C 0.45443 -0.93620 3.53854 -0.015 -0.087 0.266 -0.11
C 1.53784 -0.88013 4.37761 -0.180 0.017 -0.212 -1.07
C 2.56972 -0.33483 3.59439 -0.446 -0.137 0.022 0.61
C 3.96793 -0.04494 4.01234 0.020 0.062 -0.185 -1.26
N 2.12299 -0.09039 2.37813 0.798 0.342 -0.370 -1.17
H 0.02047 4.97114 -1.50906 -0.013 0.005 -0.053 0.36
H -1.31543 3.88335 -1.93345 -0.038 0.096 -0.019 0.23
H 0.28139 3.60434 -2.61328 0.034 0.064 -0.065 0.31
H 0.88024 4.43148 1.00544 0.055 0.205 0.062 0.40
H 1.07651 2.11402 2.38593 0.044 -0.176 0.180 0.49
H -1.96291 -1.50077 2.69366 0.139 -0.001 0.153 0.31
H -4.32320 -1.77438 1.46465 -0.237 -0.104 0.113 0.44
H -5.18998 -0.95971 -1.02141 -0.032 0.028 0.038 0.37
H -3.90611 -1.43402 -2.14281 -0.094 0.074 0.014 0.19
H -4.15355 0.27259 -1.77035 -0.048 -0.018 -0.069 0.30
H 2.35127 -2.13301 1.06746 -0.005 0.051 0.218 0.50
H 3.17287 -3.05606 -1.33859 0.121 -0.098 -0.043 0.41
H 2.40237 -2.34421 -3.90464 0.015 0.011 -0.027 0.36
H 1.48110 -0.82331 -3.97023 0.006 -0.067 -0.113 0.30
H 0.62977 -2.36342 -3.86924 0.053 -0.002 -0.092 0.17
H -0.52689 -1.28612 3.77071 -0.176 -0.038 -0.031 0.29
H 1.58581 -1.18560 5.40130 -0.044 -0.084 0.265 0.48
H 4.11201 -0.32765 5.05254 0.066 0.015 0.009 0.36
H 4.18195 1.01615 3.89756 0.087 0.045 0.045 0.28
H 4.67150 -0.59582 3.39095 0.099 -0.014 0.023 0.28
S -3.62137 0.53960 -5.95609 0.775 -0.223 0.829 -0.21
C -2.57357 0.35513 -4.68172 -1.198 0.369 -1.508 0.15
S -2.02737 -1.15563 -4.10185 1.177 1.298 2.038 -0.31
S -1.94984 1.71812 -3.81936 0.525 -0.856 1.384 -0.31
```
Forces are in eV/Å.

Results
Spin multiplicity = 2
Net charge = 0
HOMO level (spin up / spin down) = -0.303 / -0.303 Eh

---

[3]
Computed, not measured: the molecule C7H10NOP at a distorted geometry, with wB97M-V/def2-TZVPD.

```
20
Properties=species:S:1:pos:R:3:forces:R:3:mulliken_charge:R:1
H -2.68681 -2.81757 -2.50591 -0.289 -0.100 0.088 0.03
P -1.41736 -2.25222 -2.68369 -0.364 2.438 2.574 -0.02
N -1.74482 -0.99561 -1.22148 -0.369 -3.378 -3.269 0.33
O -2.79161 -0.94783 -0.56809 0.661 0.370 0.045 -0.51
C -0.58506 -0.18465 -0.91478 0.582 0.786 0.540 0.25
C 0.18756 -0.76101 0.24806 -0.026 0.118 0.009 -0.64
C 1.04484 -0.00297 0.93501 -0.243 -0.342 -0.088 0.78
C 1.90154 -0.55566 2.03578 0.015 -0.074 -0.043 -1.39
C 1.16760 1.40859 0.59005 0.002 0.248 -0.197 -0.45
C 0.23366 2.01349 -0.14045 -0.004 0.063 -0.033 -0.57
C -0.97206 1.26014 -0.61231 -0.027 -0.192 -0.169 -0.78
H 0.05547 -0.23613 -1.81079 -0.181 0.066 0.110 0.17
H 0.07174 -1.81652 0.43624 0.002 -0.207 0.095 0.35
H 1.29411 -1.08765 2.76428 0.008 -0.035 0.091 0.34
H 2.43708 0.24250 2.54372 0.048 -0.010 0.092 0.37
H 2.63038 -1.25778 1.63290 0.099 -0.017 0.048 0.30
H 2.02808 1.94558 0.96037 0.062 0.144 0.045 0.37
H 0.28935 3.06535 -0.37439 0.087 0.143 0.047 0.39
H -1.72822 1.25556 0.18015 -0.063 -0.008 -0.024 0.29
H -1.41549 1.72439 -1.49468 0.002 -0.013 0.039 0.41
```
Forces are in eV/Å.

Results
SMILES = [H]/P=[N+](\[O-])[C@@H]1C=C(C)C=CC1
Energy relative to the best compared isomer or geometry (same formula, charge and spin) = 5.662 eV
Spin multiplicity = 1
Net charge = 0
HOMO level (spin up / spin down) = -0.303 / -0.311 Eh

---

[4]
Computed, not measured: a cluster of 2 separate species, C15H17N3O4S in total at a distorted geometry, with wB97M-V/def2-TZVPD.

```
40
Properties=species:S:1:pos:R:3:forces:R:3:mulliken_charge:R:1
C 3.83572 -0.62954 2.41710 0.573 -0.676 1.179 -0.84
S 2.81390 0.57465 1.39757 2.409 6.280 -3.028 1.07
O 3.22010 0.56282 -0.10939 -1.827 -1.373 4.821 -0.53
O 3.16614 2.00921 1.95481 -1.516 -5.339 -0.873 -0.60
C 0.94493 0.39020 1.64916 -5.371 -0.853 0.150 0.19
C 0.40323 0.05865 3.16244 -3.782 0.355 -2.628 -0.30
C -1.21256 -0.06403 3.41306 2.425 0.595 -2.176 -0.49
C -2.35029 0.14445 2.21048 1.427 -0.001 0.325 0.41
N -3.79021 0.03516 2.62646 1.211 1.446 -6.876 -0.45
C -4.67350 0.25461 1.43085 1.947 -0.407 0.521 0.34
C -6.31777 0.20281 1.70091 0.727 0.723 0.881 -0.49
C -6.82059 1.76823 2.00588 -3.287 2.991 -2.978 0.48
O -7.72399 2.41634 1.25091 6.012 -4.413 5.284 -0.50
O -6.24087 2.39791 3.21205 0.078 -1.132 -3.187 -0.46
C -4.16589 0.51723 -0.09154 2.952 -0.203 1.746 -0.27
N -2.71881 0.61591 -0.48392 -3.201 -0.919 5.739 -0.43
C -1.81498 0.44766 0.70483 0.524 -0.090 0.798 0.32
C -0.17772 0.57577 0.43973 0.537 -0.591 2.747 -0.42
H 3.45253 -0.57507 3.53773 0.628 -0.188 -2.498 0.32
H 4.94615 -0.20463 2.44118 -2.612 -0.641 -0.454 0.31
H 3.83461 -1.73081 1.99943 -0.253 2.385 0.752 0.31
H 1.17480 -0.07577 4.03245 -1.865 0.299 -1.808 0.14
H -1.59371 -0.31238 4.51637 0.881 0.656 -2.817 0.27
H -6.55312 -0.38923 2.71027 0.784 1.265 -2.297 0.29
H -6.89848 -0.29227 0.80336 1.247 1.381 1.817 0.31
H -5.23337 2.48206 3.13511 -1.964 -0.618 -0.047 0.36
H -4.98429 0.63988 -0.94368 2.105 -0.273 2.005 0.32
H 0.16591 0.82809 -0.67571 -0.750 -0.705 2.778 0.30
C 4.07127 -2.23197 -4.94031 0.016 -0.104 -0.122 -1.14
C 4.42604 -0.79577 -4.57898 0.082 -0.172 -0.393 -0.52
C 3.72017 -0.29892 -3.31817 0.283 0.178 -0.012 -0.25
C 2.26308 -0.22063 -3.48545 -1.223 0.019 0.063 0.29
N 1.11170 -0.16677 -3.61883 1.459 -0.064 0.153 -0.50
H 3.00784 -2.33784 -5.17462 0.090 0.014 0.075 0.35
H 4.63896 -2.54985 -5.82114 -0.099 -0.004 0.138 0.33
H 4.31370 -2.91284 -4.11758 -0.049 0.045 -0.091 0.30
H 4.18550 -0.14277 -5.42767 0.049 -0.026 0.208 0.31
H 5.50940 -0.73169 -4.42422 -0.173 0.112 0.070 0.31
H 4.10229 0.69657 -3.06742 -0.240 -0.112 0.110 0.30
H 3.96218 -0.95540 -2.47349 -0.233 0.159 -0.076 0.25
```
Forces are in eV/Å.

Results
SMILES = CS(=O)(=O)c1ccc2nc(CC(=O)O)cnc2c1.CCCC#N
Energy relative to the best compared isomer or geometry (same formula, charge and spin) = 16.455 eV
Spin multiplicity = 1
Net charge = 0
HOMO level = -0.338 Eh